Record 1
Formula: C58H44Cl5N6OSTl
Source: the OMol25 dataset
Level of theory: wB97M-V/def2-TZVPD

```
116
Properties=species:S:1:pos:R:3:forces:R:3
Tl -0.2336 -0.3233 0.1331 -0.3990 -0.0800 0.1573
C 1.2056 4.1460 6.5390 -0.0153 0.0196 0.0224
C 2.3874 3.9493 5.8381 0.0124 0.0260 0.0503
C 2.3743 3.3020 4.6115 -0.0410 0.0452 -0.0144
C 1.1794 2.8447 4.0534 0.0007 0.0081 0.0843
C -0.0038 3.0645 4.7626 0.0685 -0.0137 -0.0078
C 0.0089 3.7004 5.9946 -0.0350 0.0321 0.0231
C 1.1375 2.1581 2.7363 0.0508 -0.1436 -0.1439
C 0.4194 2.8211 1.7130 -0.0816 0.0215 -0.0259
C -0.0495 4.1981 1.7977 -0.0610 0.0412 0.0290
C -0.6151 4.4846 0.5991 -0.0537 0.0119 0.0128
C -0.4931 3.2815 -0.2086 0.0742 0.0853 -0.0179
C -0.9313 3.1757 -1.5408 0.0312 -0.1777 0.0413
C -1.6648 4.3512 -2.0993 0.0137 0.0320 -0.0661
C -1.0144 5.2566 -2.9367 -0.0208 -0.0109 -0.0021
C -1.6933 6.3359 -3.4827 0.0039 0.0527 -0.0543
C -3.0424 6.5224 -3.2152 -0.0110 0.0129 0.0123
C -3.6994 5.6322 -2.3779 -0.0460 0.0542 -0.0105
C -3.0117 4.5642 -1.8195 0.0237 0.0150 -0.0032
C -0.6853 2.1145 -2.4339 0.0396 0.0072 -0.0147
N 0.0637 1.0190 -2.1803 0.2668 0.2334 -0.0074
C 0.1775 0.3273 -3.3304 -0.0533 0.0462 0.0799
C 1.0025 -0.8036 -3.5081 0.0853 -0.0208 0.2320
C 1.0452 -1.4269 -4.8574 0.0193 -0.1127 -0.0544
C 0.7051 -2.7742 -5.0115 -0.0610 0.0906 0.0019
C 0.7159 -3.3734 -6.2610 0.0367 -0.0425 -0.0232
C 1.0933 -2.6484 -7.3835 -0.0358 -0.0088 -0.0210
C 1.4559 -1.3165 -7.2419 0.0376 0.0138 -0.0313
C 1.4324 -0.7134 -5.9925 -0.0105 0.0143 0.0222
C 1.8294 -1.3751 -2.5205 -0.0310 0.1048 -0.1422
C 2.8674 -2.3545 -2.8108 0.0233 -0.0877 0.0668
C 3.5116 -2.5882 -1.6462 0.0109 -0.0380 -0.0456
C 2.8818 -1.7400 -0.6441 -0.0737 -0.0392 0.0056
N 1.8614 -1.0549 -1.2074 0.0906 0.2133 0.0712
C 3.3080 -1.6619 0.6952 -0.1081 0.1134 0.0355
C 2.8390 -0.7638 1.6756 0.0238 0.0577 -0.1037
C 3.3606 -0.6659 3.0319 -0.0364 0.0204 0.0594
C 2.7333 0.3834 3.6119 0.0723 -0.0742 0.0421
C 1.8624 0.9585 2.5962 -0.1292 0.0640 -0.0401
N 1.9280 0.2102 1.4719 0.0480 0.0881 -0.1716
C 4.4236 -2.5604 1.1071 0.0210 -0.1098 0.0785
C 4.2093 -3.5593 2.0579 -0.0258 0.0306 -0.1005
C 5.2424 -4.3941 2.4552 0.0031 -0.0577 0.0526
C 6.5129 -4.2432 1.9177 0.0079 -0.0153 -0.0002
C 6.7408 -3.2473 0.9779 0.0429 -0.0449 -0.0083
C 5.7056 -2.4160 0.5763 -0.0057 0.0347 0.0430
C -0.6091 0.9726 -4.3736 -0.0688 0.0075 -0.0554
C -1.1359 2.0903 -3.8188 -0.0359 0.0204 0.0438
N 0.1317 2.3174 0.5007 0.1975 0.0296 -0.0978
H 1.2146 4.6507 7.4979 0.0095 -0.0089 0.0002
H 3.3229 4.3125 6.2481 0.0110 -0.0255 -0.0147
H 3.2951 3.1620 4.0597 -0.0040 -0.0244 -0.0082
H -0.9359 2.7261 4.3269 -0.0042 -0.0252 0.0150
H -0.9196 3.8508 6.5335 -0.0021 0.0002 -0.0145
H 0.0751 4.8594 2.6420 -0.0200 0.0199 -0.0106
H -1.0520 5.4177 0.2747 0.0190 0.0201 0.0482
H 0.0346 5.0994 -3.1560 0.0020 -0.0089 0.0036
H -1.1720 7.0360 -4.1255 0.0196 -0.0307 -0.0053
H -3.5766 7.3564 -3.6549 0.0018 0.0017 0.0087
H -4.7537 5.7689 -2.1662 0.0109 -0.0120 0.0320
H -3.5172 3.8778 -1.1554 -0.0068 -0.0226 0.0071
H 0.4128 -3.3381 -4.1352 -0.0343 -0.0170 0.0066
H 0.4237 -4.4128 -6.3548 0.0221 -0.0015 -0.0028
H 1.1011 -3.1152 -8.3617 0.0099 -0.0067 0.0073
H 1.7694 -0.7455 -8.1086 -0.0151 0.0085 0.0054
H 1.7228 0.3246 -5.8848 -0.0001 -0.0010 0.0138
H 3.0802 -2.7846 -3.7764 0.0147 -0.0150 0.0046
H 4.3362 -3.2599 -1.4721 0.0051 -0.0206 -0.0526
H 4.0982 -1.3143 3.4764 0.0125 -0.0005 0.0228
H 2.8547 0.7373 4.6235 0.0307 -0.0047 -0.0008
H 3.2168 -3.6737 2.4762 0.0508 -0.0348 0.0007
H 5.0474 -5.1721 3.1842 -0.0084 -0.0007 -0.0110
H 7.3177 -4.9018 2.2230 0.0052 0.0131 0.0090
H 7.7319 -3.1193 0.5574 -0.0119 0.0160 -0.0174
H 5.8856 -1.6376 -0.1551 -0.0168 0.0126 0.0000
H -0.7430 0.6172 -5.3832 -0.0094 0.0150 -0.0028
H -1.7691 2.8321 -4.2829 0.0011 -0.0398 -0.0753
Cl 0.7548 -3.3792 3.2705 0.0950 0.1646 0.4597
C 0.4930 -4.0790 1.6767 -0.1886 0.0666 -0.6118
C -0.0330 -3.2646 0.6942 0.1337 -0.5866 -0.0941
C -0.2730 -3.9072 -0.5112 0.1972 0.0451 0.5630
Cl -1.0352 -2.9875 -1.7964 -0.2363 -0.0052 -0.2818
C 0.0296 -5.2419 -0.7576 0.0029 0.0164 -0.0199
Cl -0.2665 -5.9764 -2.3074 -0.0086 -0.0347 -0.0686
C 0.5889 -6.0087 0.2636 -0.0192 0.0573 -0.0183
Cl 0.9632 -7.6802 -0.0014 0.0382 -0.0435 -0.0039
C 0.8218 -5.4208 1.5037 -0.0048 0.0501 -0.0376
Cl 1.5229 -6.3764 2.7797 0.0220 -0.0516 0.0893
C -1.2129 -0.8016 4.4663 -0.0301 -0.0696 -0.0074
C -2.1530 -1.7239 3.7725 -0.1207 -0.0212 0.0034
N -2.4519 -1.6887 2.5033 -0.0559 0.2080 -0.0016
C -3.3717 -2.6831 2.2801 -0.0094 -0.0273 0.1231
C -3.6373 -3.3336 3.4467 -0.0641 -0.0219 -0.0439
N -2.8587 -2.7088 4.4015 0.0054 -0.0057 -0.0722
H -0.6903 -0.2155 3.7112 0.0228 0.0083 0.0245
H -0.4709 -1.3546 5.0448 0.0197 0.0237 -0.0084
H -1.7489 -0.1273 5.1403 0.0352 0.0330 -0.0121
H -3.7820 -2.8439 1.2946 0.0106 -0.0462 0.0190
H -4.2933 -4.1520 3.6883 0.0422 -0.0251 -0.0082
H -2.7882 -2.9689 5.3666 0.0835 -0.0167 0.0377
C -5.0975 0.8028 -3.3077 0.0301 -0.0421 0.0515
C -5.0984 1.0884 -1.8133 0.4190 -0.2373 -0.0726
S -3.9132 -0.0791 -1.0138 -0.5792 0.8828 0.2615
O -4.6591 -1.3664 -1.0046 -0.0801 -0.4849 -0.0666
C -4.0934 0.5558 0.6877 0.1713 0.0005 -0.2301
C -3.7153 2.0108 0.8958 -0.0090 -0.0006 -0.0390
H -5.8257 1.4240 -3.8330 -0.0055 -0.0054 0.0078
H -5.3377 -0.2469 -3.4838 -0.0156 0.0179 -0.0432
H -4.1074 1.0016 -3.7228 -0.0191 -0.0030 -0.0409
H -6.0713 0.8937 -1.3573 0.0249 -0.0299 0.0905
H -4.7892 2.1132 -1.6137 0.0517 0.0068 0.0342
H -3.4082 -0.0795 1.2448 0.0160 -0.1486 0.1145
H -5.1200 0.3312 0.9873 -0.0181 -0.0633 -0.0899
H -2.7249 2.2170 0.4865 0.0122 0.0450 0.0116
H -3.6777 2.2303 1.9652 0.0430 -0.0264 -0.0097
H -4.4404 2.6959 0.4505 0.0287 -0.0065 0.0171
```
Forces are in eV/Å.

## Properties
Relative energy (zero: lowest compared OMol25 entry of this formula, charge and spin) = 0.0340 eV
Total charge = -2
HOMO = -1.1 eV
LUMO = 3.92 eV



Record 2
Formula: C58H45Cl2F3N6PRu
Source: the OMol25 dataset
Level of theory: wB97M-V/def2-TZVPD

```
116
Properties=species:S:1:pos:R:3:forces:R:3
Ru 14.4373 14.6656 18.9644 -1.3547 0.6740 0.2410
C 15.0614 9.2875 19.8880 1.0496 -1.5114 0.1952
N 14.5168 10.4402 19.2437 -0.9506 3.4853 -0.2744
C 14.9572 11.8053 19.4261 -3.0391 -2.6435 -0.1748
N 13.9500 12.6225 19.0191 -0.1654 -2.6480 0.2199
C 12.8538 11.8525 18.6091 1.1399 -0.9193 0.1634
C 13.2356 10.4908 18.6866 0.3719 1.5291 0.0355
C 12.4346 9.3430 18.1865 0.8766 0.9068 1.6934
C 12.0670 8.3562 19.0971 -0.1435 -0.6526 1.0160
C 11.1254 7.3921 18.7409 0.3572 -0.3075 1.1610
C 10.7600 7.3130 17.4197 0.2256 -0.3661 -0.8116
C 11.1426 8.3113 16.5290 0.3843 0.1755 -0.5606
C 11.9340 9.4022 16.9141 -1.1984 -0.7162 -0.0352
C 11.4717 12.4052 18.3904 1.2462 -1.0532 0.3109
C 10.4536 11.9152 19.1968 -0.7549 -0.0090 0.2444
C 9.1831 12.4784 19.0185 -0.7510 -1.2841 1.2856
C 8.9719 13.5226 18.1618 -0.7760 1.4785 -1.2820
C 10.0187 14.0517 17.3732 -0.0385 -0.0596 1.0505
C 11.2390 13.3947 17.4554 0.2641 0.6123 -0.6422
P 16.1655 12.3218 20.6772 0.8664 0.0821 -1.3972
C 15.2321 13.6108 21.5206 -1.7610 1.0238 1.5399
N 14.6749 14.7123 20.9947 -0.5535 0.6327 2.9477
C 13.9129 15.3784 21.9843 0.2330 -2.5232 0.1324
C 13.9242 14.5667 23.1249 0.8730 -0.1407 -1.5629
N 14.7679 13.4585 22.8200 -0.0320 1.5691 -0.5782
C 15.3814 12.5256 23.7579 0.7147 0.4739 1.6709
C 13.1890 14.8391 24.3458 0.3081 0.7299 2.3823
C 13.0716 16.2214 24.7913 0.5059 -2.3912 -0.7904
C 12.5308 16.4897 26.0302 0.2087 -1.0950 -0.1353
C 12.0901 15.4171 26.8305 -1.8987 -0.6273 -0.7282
C 11.9880 14.0833 26.3360 1.9542 2.5312 -0.0311
C 12.7053 13.7974 25.1890 -0.4707 0.7490 -1.7475
C 12.9872 16.4509 21.5975 -0.1437 0.2364 -1.0307
C 11.6191 16.4435 21.9759 0.3203 1.4891 -1.6723
C 10.7241 17.2790 21.2397 0.3900 -1.3364 0.0086
C 11.1775 18.0846 20.2027 -0.1898 -0.4930 0.5977
C 12.5608 18.1527 19.9495 -0.2790 2.1719 -0.8805
C 13.4836 17.3495 20.5715 -1.8467 -0.7543 1.8498
C 17.0227 13.4450 19.4782 2.4557 1.2863 -0.3024
N 16.5021 14.6194 19.0909 3.3659 0.3572 0.7069
C 17.5632 15.5501 18.7413 0.5534 -5.4068 1.1167
C 18.7318 14.7563 18.7301 -0.1077 -0.1893 -0.9043
N 18.4122 13.4083 19.2402 -2.8008 3.6482 -0.7526
C 19.2107 12.2384 19.3838 2.1190 -1.3089 -0.0472
C 19.9641 15.1552 17.8969 1.1119 -1.5874 2.0795
C 19.8870 15.9234 16.7717 -1.4911 0.4129 -1.5038
C 21.0016 16.1599 15.9493 -1.5449 0.1283 0.7242
C 22.2213 15.7168 16.3228 2.5219 0.2213 -0.3005
C 22.3922 14.9222 17.4596 0.2976 0.5815 -0.9989
C 21.2791 14.6742 18.2166 -0.3583 -1.0038 1.9735
C 17.4331 16.9693 18.6896 -0.3497 2.1044 0.4414
C 18.1182 17.8204 19.6152 0.7261 0.0498 -1.9230
C 18.1789 19.1906 19.2934 -0.2957 -0.6972 2.0165
C 17.1664 19.7715 18.5270 0.8491 0.5974 0.0012
C 16.3726 18.9478 17.7475 0.0994 -0.8706 -0.0104
C 16.6002 17.5578 17.7401 0.4317 0.8933 0.7188
H 16.1041 9.4815 20.2012 -0.4694 -0.1822 -0.4433
H 14.5135 9.0496 20.8001 -0.1213 0.1582 0.0286
H 14.9985 8.3669 19.2498 0.2185 1.0261 0.3382
H 12.5296 8.3271 20.1089 -0.6491 0.1978 -0.7984
H 10.6915 6.6624 19.4614 0.7735 0.6089 -0.5292
H 10.3134 6.3696 17.0928 -0.3914 0.6990 -0.1605
H 10.9037 8.2211 15.4850 -0.3876 -0.0293 -0.2203
H 12.0570 10.3091 16.3290 0.2293 -0.4438 -0.2861
H 10.5943 11.1043 19.9402 0.0872 0.6854 -0.6315
H 8.3044 12.0990 19.6093 1.1111 0.3293 -0.6473
H 7.9340 13.9182 18.0468 1.0775 -0.1609 0.2460
H 9.9826 15.0388 16.8873 -0.4563 -0.8937 -0.2960
H 12.0347 13.6238 16.7468 -0.0347 0.3257 0.3623
H 14.9021 11.5488 23.7398 0.0303 0.0130 -0.0615
H 16.4726 12.4438 23.5457 -0.8940 -0.0768 0.0113
H 15.3183 12.9359 24.8163 -0.1451 -0.4266 -1.3908
H 13.4563 16.9806 24.1211 -0.1171 0.1579 0.2738
H 12.4520 17.5199 26.3159 -0.0743 0.1976 0.5020
H 11.5043 15.6174 27.7225 0.4379 0.2067 0.1504
H 11.4728 13.3297 26.8606 -0.4010 -0.6875 0.6900
H 12.6974 12.7982 24.7741 0.1148 -0.1957 0.1358
H 11.1670 15.8708 22.7668 0.4288 -0.4835 0.0850
H 9.6427 17.1123 21.3865 0.6722 0.4820 0.1724
H 10.4042 18.6372 19.6581 0.7355 0.0989 -0.0129
H 12.9099 19.0276 19.3409 -0.2371 -1.2144 0.2065
H 14.5354 17.5217 20.4747 0.4880 -0.1641 -0.2869
H 19.3301 11.6557 18.4160 -0.1371 0.8691 1.0427
H 20.2385 12.5248 19.7667 -1.2754 -0.4564 -0.5509
H 18.7733 11.5432 20.1338 0.1123 0.6068 -0.4637
H 18.9029 16.3074 16.4193 0.8099 -0.3306 0.3650
H 20.8077 16.6695 15.0387 0.2138 0.6059 -0.5818
H 23.1645 16.0402 15.8101 -1.1976 -0.5210 0.0424
H 23.4302 14.5682 17.5957 -0.9715 0.0211 0.7007
H 21.4710 14.1165 19.1663 -0.5130 0.4081 -0.8796
H 18.7778 17.4404 20.4007 -0.2656 -0.1365 -0.3969
H 18.9269 19.7768 19.8617 -0.7986 -0.0830 -0.4576
H 17.1129 20.8761 18.5668 -0.2544 -0.8226 -0.4672
H 15.5902 19.3189 17.1151 -0.1159 0.3974 -0.2510
H 16.1779 16.9102 17.0061 -0.5150 -0.0683 -0.3524
Cl 7.4859 20.5228 19.5585 0.2722 1.1066 -0.1326
C 7.1262 19.1075 18.6372 1.1316 -1.1463 -0.0833
Cl 8.1011 18.8122 17.0984 -0.6015 0.4797 1.0713
H 6.0866 19.0730 18.3908 -0.3968 -0.0206 -0.2701
H 7.4346 18.3354 19.3376 -0.3746 -0.4644 -0.5609
F 14.1389 14.6961 9.7622 -0.2291 0.3877 0.4224
C 14.4904 15.8563 10.3626 0.2221 0.7546 -3.9899
F 15.7757 16.0682 9.9455 -0.5995 0.0741 0.8776
F 13.7559 16.8480 9.7066 0.7292 -1.1946 1.7363
C 14.3771 15.7688 11.8269 0.3589 -0.3500 0.9518
C 14.2944 16.9259 12.6255 0.4807 -1.6443 -0.1538
C 14.3504 16.7160 13.9977 -0.2545 0.7458 1.2339
C 14.4882 15.4357 14.6094 -1.3316 -0.3750 -3.7964
C 14.4012 14.2670 13.6939 1.1128 0.4670 2.0466
C 14.4869 14.4272 12.3400 -0.7296 2.2897 0.5097
C 14.4292 15.3485 15.9702 0.1628 -0.8340 0.0617
C 14.3986 15.0754 17.1818 -0.7526 1.2783 -1.5585
H 14.2934 17.9157 12.1780 -0.3071 -0.1995 0.1277
H 14.1722 17.5606 14.7021 0.5181 -0.5405 -0.7373
H 14.4081 13.2598 14.1396 0.0308 0.5866 -0.2230
H 14.5615 13.6074 11.6605 -0.0863 -0.3549 -0.1669
```
Forces are in eV/Å.

## Properties
2S+1 = 6
Total charge = +2
HOMO (spin up / spin down) = -12.2 / -12.5 eV
LUMO (spin up / spin down) = -5.30 / -7.49 eV



Number 1 is which compound? C58H44Cl5N6OSTl